(1)
This record from OMol25 describes a molecular structure, C36H60OP2Pd in a non-equilibrium geometry. The level of theory is ωB97M-V/def2-TZVPD.

```
! RIJCOSX wB97M-V def2-TZVPD def2/J DEFGRID3
* xyz 2 5
Pd 0.73448 1.06106 0.76103
C 1.45378 1.04686 3.01451
C 2.51464 1.59910 2.22296
C 0.68069 2.99857 2.01069
C 0.30045 1.90363 2.85980
C 2.04249 2.80870 1.62129
C 1.57125 -0.17439 3.83645
H 2.35306 -0.84897 3.47149
H 0.62033 -0.72207 3.80839
H 1.79436 0.06357 4.88545
C -1.03315 1.73264 3.46881
H -1.34663 0.67893 3.38700
H -1.78499 2.35296 2.96501
H -1.02419 2.00502 4.53475
C -0.17320 4.16267 1.65389
H -0.19509 4.89486 2.47502
H -1.20574 3.84516 1.46511
H 0.21047 4.66720 0.76315
C 2.84959 3.75627 0.81821
H 3.35300 4.47718 1.48266
H 2.20602 4.31280 0.12869
H 3.61901 3.22787 0.24672
C 3.88450 1.04050 2.08528
H 4.56552 1.51573 2.81122
H 4.28694 1.21705 1.07878
H 3.90032 -0.04181 2.27564
C -0.27941 -0.73435 0.07665
C 0.86789 -1.18678 0.73834
C 2.14849 -1.57327 0.08228
C 2.56538 -0.66152 -1.10377
C 2.21411 0.78720 -0.95128
C 1.00998 1.38053 -1.35292
C -0.06977 0.62692 -2.08667
C -0.43587 -0.72054 -1.42318
H 2.11970 -2.61905 -0.27075
H 2.17257 -1.07617 -2.04455
H 2.93315 -1.53521 0.85171
H 0.13596 -1.53876 -1.87724
H -1.19006 -0.74110 0.68529
H 0.70325 -1.55160 1.75349
H -1.49592 -0.91794 -1.63350
H -0.96717 1.25960 -2.08136
H 0.99969 2.47111 -1.44547
H 0.19173 0.47118 -3.14632
H 3.66377 -0.72017 -1.17076
H 3.06591 1.45309 -0.78625
P -0.57773 0.29289 -6.41284
P -0.25941 2.94191 -7.85924
C -0.60400 0.18886 -8.28423
C -0.96555 1.54651 -8.88800
H -1.34013 -0.57554 -8.56759
H 0.38989 -0.14637 -8.61614
H -0.59242 1.65042 -9.91618
H -2.05546 1.69542 -8.89708
C -1.05731 4.31837 -8.77809
H -0.61535 5.26318 -8.44050
H -2.12755 4.32309 -8.54126
H -0.91407 4.20363 -9.86044
C 1.39222 3.03558 -8.67677
H 1.28805 3.03631 -9.76991
H 2.01503 2.19209 -8.35784
H 1.86834 3.96832 -8.34973
C -2.04172 -0.76882 -6.06592
H -2.08764 -0.96903 -4.98772
H -1.97652 -1.71396 -6.62150
H -2.94913 -0.22731 -6.36144
C 0.76225 -0.92423 -6.09220
H 1.71963 -0.47129 -6.37808
H 0.60075 -1.84591 -6.66623
H 0.78787 -1.15029 -5.01789
C -1.95090 0.59796 6.81404
C -1.12454 -0.54069 6.22124
C -0.01678 -1.05306 7.13838
C -1.95421 -1.69558 5.65462
C -2.95905 -2.37753 6.32366
C -3.62442 -3.44468 5.69854
C -3.18257 -3.98725 4.48501
C -2.11816 -3.39692 3.82702
C -1.37985 -3.90413 2.60223
C 0.11019 -4.12664 2.89892
C -1.99338 -5.15217 1.98220
C -1.70693 -2.09674 4.28376
O -1.17255 -1.30630 3.43305
H -2.60529 0.24559 7.61953
H -2.57425 1.04222 6.02514
H -1.27990 1.37425 7.20686
H -0.62474 -0.11327 5.34812
H -0.44198 -1.65021 7.95532
H 0.66181 -1.69601 6.55811
H 0.56001 -0.21733 7.55727
H -3.23991 -2.07743 7.34137
H -4.50109 -3.87220 6.18287
H -3.67298 -4.87044 4.06466
H -1.42119 -3.09666 1.84795
H 0.24627 -4.76471 3.78636
H 0.60645 -4.59625 2.03720
H 0.59890 -3.16323 3.09474
H -3.00396 -4.93614 1.62226
H -1.38825 -5.48341 1.13302
H -2.03812 -5.95905 2.71754
*
```

Its HOMO energy (alpha / beta) is -10.97 / -12.84 eV. The calculation puts the LUMO energy (alpha / beta) at -4.122 / -8.468 eV. The value obtained for the frontier orbital gap (alpha / beta) is 6.8451 / 4.3756 eV. The value obtained for the total energy is -62393.3620 eV.



(2)
This record from OMol25 describes a molecular structure, C36H61CdF12O20 in a non-equilibrium geometry. The level of theory is ωB97M-V/def2-TZVPD.

```
! RIJCOSX wB97M-V def2-TZVPD def2/J DEFGRID3
* xyz 1 1
Cd -3.36521 4.29518 -0.13421
C -0.80289 0.08598 0.09106
O 0.26387 0.99142 0.23505
O -1.87160 1.02678 -0.02299
C -0.40257 -0.98320 -0.98762
F 0.12743 -2.07591 -0.50290
F -1.48430 -1.43324 -1.59712
F 0.44598 -0.52455 -1.89632
C 1.40113 0.53385 0.98595
C 2.63024 1.42078 0.69610
H 2.92236 1.24578 -0.33934
H 2.42294 2.45966 0.95272
H 3.48141 1.09914 1.29624
H 1.76942 -0.44641 0.68338
H 1.26734 0.54364 2.06766
H -0.84241 -0.39402 1.06888
C -10.02385 0.07787 7.62727
O -8.85300 -0.39760 6.95568
C -8.88204 -0.19412 5.55557
C -7.69112 -1.00132 4.95613
O -7.82861 -1.04396 3.56838
C -6.68823 -1.59529 2.89507
C -7.13058 -1.87536 1.46393
O -8.40835 -2.53330 1.51635
C -8.96865 -2.73888 0.28538
H -10.11016 1.14252 7.41008
H -9.91534 -0.11759 8.69410
H -10.84120 -0.51490 7.21659
H -8.82321 0.87207 5.33679
H -9.80904 -0.54881 5.10506
H -7.68791 -2.03820 5.29224
H -6.78963 -0.51633 5.33055
H -6.36149 -2.55448 3.29667
H -5.86494 -0.89754 3.04814
H -6.49481 -2.60632 0.96435
H -7.18452 -0.97106 0.85777
H -8.46409 -3.33923 -0.47165
H -9.23955 -1.82719 -0.24710
H -9.88914 -3.29260 0.47029
C -4.07907 4.27547 2.75506
O -3.04704 4.86958 1.92154
C -1.81162 5.11196 2.63154
C -0.88538 5.97793 1.68738
O -1.02594 5.40851 0.41243
C -0.47792 6.14212 -0.71309
C -0.88209 5.32267 -1.92305
O -2.30121 5.00170 -1.88651
C -2.87539 4.92267 -3.16181
H -4.69139 5.11605 3.08154
H -3.69317 3.74871 3.62781
H -4.76849 3.70470 2.13296
H -1.34865 4.14903 2.84728
H -1.95820 5.73973 3.51046
H 0.16500 6.09043 1.95599
H -1.39529 6.94129 1.68145
H 0.60726 6.21529 -0.64146
H -0.83560 7.17165 -0.72806
H -0.30917 4.39637 -1.96583
H -0.60179 5.84003 -2.84058
H -2.34476 4.18279 -3.76107
H -2.97547 5.94576 -3.52424
H -3.87234 4.50187 -3.03099
C -0.30769 -5.86718 3.65719
C -0.76157 -4.49627 4.14668
O 0.24744 -3.81331 4.85890
C -0.10091 -2.62080 5.39197
O -1.16236 -2.01956 5.18815
C 1.05024 -1.98010 6.22621
F 2.21306 -2.51981 5.90989
F 1.13851 -0.69176 5.93068
F 0.91409 -2.23065 7.55093
H -1.08104 -6.25324 2.99312
H -0.27904 -6.62078 4.44419
H 0.59575 -5.84425 3.04779
H -1.64793 -4.63615 4.76548
H -1.12165 -3.89412 3.31250
C 14.08357 -1.37280 3.04283
C 14.01012 -0.03140 3.77481
O 12.70369 0.16104 4.33869
C 11.66992 0.74676 3.61934
O 11.75642 1.05804 2.40212
C 10.38487 1.06400 4.41373
F 10.61757 2.03572 5.27408
F 9.29229 1.37253 3.64069
F 10.02600 -0.04320 5.15404
H 13.76762 -2.27581 3.56517
H 15.15064 -1.47510 2.84537
H 13.64357 -1.32885 2.04655
H 14.19937 0.83371 3.13930
H 14.68880 0.03203 4.62538
C 4.76237 -4.82336 -3.13749
C 6.05429 -4.70930 -4.03327
O 5.64943 -4.58314 -5.38557
C 5.63370 -5.68402 -6.18246
O 5.71998 -6.87268 -5.80239
C 5.32135 -5.33165 -7.63977
F 6.37916 -5.73430 -8.41114
F 4.19913 -5.96215 -8.05686
F 5.14022 -4.02727 -7.80663
H 4.98643 -5.17248 -2.12951
H 4.04682 -5.58550 -3.44610
H 4.24221 -3.87447 -3.00655
H 6.63478 -5.62172 -3.89685
H 6.68815 -3.90092 -3.66879
C -5.94829 -0.37063 -5.22368
C -7.04049 0.47056 -5.84512
C -7.44891 0.12993 -7.23233
O -8.88860 0.16025 -7.14415
C -9.29491 0.23211 -5.89121
O -10.47975 0.26063 -5.50021
O -8.21895 0.35851 -5.10913
H -6.23296 -1.28970 -4.71145
H -5.50960 0.24762 -4.44047
H -5.14628 -0.41380 -5.96057
H -6.73039 1.51538 -5.86221
H -6.95414 -0.77806 -7.57709
H -7.33264 0.97506 -7.91080
C 6.97816 2.37559 -4.12820
C 6.17059 1.62389 -5.19725
C 5.20126 0.60794 -4.64478
O 3.96267 1.33961 -4.69931
C 4.09058 2.47198 -5.44049
O 3.14465 3.19135 -5.72490
O 5.33677 2.59522 -5.87640
H 7.56122 1.57827 -3.66731
H 6.32172 2.81119 -3.37492
H 7.56572 3.22306 -4.48127
H 6.81251 1.05389 -5.86892
H 5.36305 0.28695 -3.61575
H 4.96186 -0.17254 -5.36702
*
```

Its HOMO energy is -10.24 eV. The calculation puts the LUMO energy at -6.487 eV. The value obtained for the frontier orbital gap is 3.7554 eV. The value obtained for the total energy is -116429.0252 eV.